1.
Formula: C33H68BClN7NbO6PS
Source: OMol25
Level of theory: the ωB97M-V functional and the def2-TZVPD basis

Results
HOMO ... -1.423 eV
Gap between HOMO and LUMO ... 3.38 eV
LUMO ... 0.07185 Ha

```
! wB97M-V def2-TZVPD RIJCOSX def2/J DEFGRID3
* xyz -1 1
C -2.390 -6.280 -0.057
C -0.742 -6.496 -0.207
O -0.155 -6.018 1.054
B 0.762 -4.879 0.854
O 2.188 -5.239 0.528
Nb 0.148 -2.648 1.062
N 1.757 -2.226 -0.369
C -1.237 -2.859 -0.746
C -2.753 -2.278 -0.525
O -2.984 -1.274 -1.617
C -0.290 -0.416 1.054
S 0.728 0.535 -0.254
O 0.394 2.058 -0.014
O 0.227 0.228 -1.716
C -1.510 -3.130 2.568
Cl -0.995 -4.464 3.805
C -1.898 -1.813 3.523
C -3.135 -2.308 4.523
P 1.763 -2.520 3.031
C 1.836 -0.787 3.829
O 3.399 -2.794 2.394
H -2.567 -5.652 0.940
H -2.941 -7.300 0.099
H -2.802 -5.625 -0.938
H -0.524 -7.647 -0.299
H -0.272 -5.854 -1.071
H 2.679 -5.247 1.403
H 1.992 -3.079 -0.923
H 2.584 -1.815 0.117
H -1.339 -3.947 -1.169
H -0.733 -2.221 -1.620
H -3.506 -3.165 -0.771
H -2.948 -1.796 0.532
H -3.972 -1.119 -1.740
H -0.107 0.147 2.063
H -1.424 -0.189 0.759
H 2.113 0.374 -0.094
H -2.522 -3.425 2.012
H -2.317 -0.910 2.909
H -0.983 -1.566 4.210
H -3.744 -1.329 4.793
H -2.629 -2.715 5.496
H -3.801 -3.139 4.034
H 2.536 -0.114 3.176
H 2.326 -0.887 4.910
H 0.777 -0.285 4.011
H 3.893 -1.927 2.515
C 4.055 2.092 -5.274
C 2.833 2.244 -4.373
C 3.184 2.760 -2.976
C 4.126 1.785 -2.290
N 4.908 0.975 -1.721
H 4.760 1.356 -4.877
H 3.753 1.749 -6.268
H 4.580 3.048 -5.387
H 2.327 1.274 -4.295
H 2.128 2.938 -4.844
H 2.274 2.864 -2.375
H 3.664 3.742 -3.038
C 5.600 -2.253 -7.113
C 4.964 -1.883 -8.450
C 4.354 -0.480 -8.451
C 3.261 -0.395 -7.397
N 2.354 -0.325 -6.524
H 4.861 -2.273 -6.306
H 6.048 -3.250 -7.169
H 6.387 -1.540 -6.843
H 4.194 -2.624 -8.693
H 5.727 -1.942 -9.234
H 3.924 -0.258 -9.433
H 5.120 0.273 -8.237
C -6.552 -3.817 2.526
C -7.041 -4.686 1.371
C -6.180 -4.544 0.115
C -6.207 -3.103 -0.367
N -6.230 -1.907 -0.767
H -6.598 -2.752 2.279
H -7.179 -3.972 3.410
H -5.518 -4.065 2.793
H -8.080 -4.419 1.142
H -7.040 -5.734 1.690
H -6.562 -5.196 -0.678
H -5.144 -4.835 0.323
C -2.910 2.017 3.321
C -2.080 3.193 3.826
C -1.718 4.185 2.719
C -0.895 3.484 1.650
N -0.213 2.902 0.764
H -2.361 1.421 2.586
H -3.169 1.351 4.150
H -3.841 2.364 2.859
H -1.166 2.807 4.293
H -2.643 3.717 4.606
H -1.136 5.015 3.133
H -2.623 4.600 2.263
C 3.738 3.549 2.665
C 3.497 4.245 4.001
C 3.215 3.265 5.141
C 1.966 2.458 4.826
N 0.929 1.789 4.565
H 2.856 2.990 2.336
H 3.964 4.285 1.888
H 4.582 2.853 2.732
H 2.657 4.941 3.891
H 4.380 4.844 4.253
H 3.063 3.812 6.077
H 4.060 2.582 5.279
C -0.030 6.259 -1.811
C -1.301 7.102 -1.848
C -1.270 8.270 -0.862
C -1.126 7.741 0.556
N -1.007 7.303 1.732
H 0.115 5.790 -0.833
H -0.086 5.455 -2.551
H 0.852 6.869 -2.035
H -2.162 6.456 -1.633
H -1.439 7.493 -2.863
H -2.196 8.850 -0.937
H -0.431 8.939 -1.084
*
```



2.
Formula: C33H68O13P
Source: OMol25
Level of theory: the ωB97M-V functional and the def2-TZVPD basis

Results
HOMO ... -11.625 eV
Gap between HOMO and LUMO ... 7.43 eV
LUMO ... -0.15416 Ha

```
! wB97M-V def2-TZVPD RIJCOSX def2/J DEFGRID3
* xyz 1 1
C 2.128 -2.461 1.638
C 1.192 -3.051 2.472
P 0.208 -1.986 3.527
C -0.744 -3.118 4.594
C 1.311 -0.915 4.589
O 2.660 -1.271 4.549
C 2.958 -2.483 5.238
C -0.816 -1.005 2.390
C -1.700 -1.984 1.567
C -1.590 0.166 3.043
C -2.006 -0.019 4.508
H 3.073 -2.085 2.022
H 1.895 -2.357 0.577
H 0.986 -4.117 2.505
H -1.248 -3.829 3.945
H -1.457 -2.585 5.214
H -0.087 -3.655 5.273
H 0.899 -0.847 5.601
H 1.226 0.090 4.169
H 2.098 -3.144 5.328
H 3.705 -3.019 4.655
H 3.370 -2.287 6.227
H -0.120 -0.561 1.673
H -1.409 -1.920 0.523
H -2.755 -1.751 1.677
H -1.501 -3.012 1.869
H -2.506 0.312 2.475
H -1.006 1.080 2.959
H -1.156 -0.002 5.190
H -2.647 -0.889 4.644
H -2.622 0.839 4.775
O -0.084 4.097 5.961
C 1.025 3.830 6.335
O 1.509 2.595 6.086
C 2.865 2.201 6.322
C 3.088 1.782 7.760
C 1.848 4.809 7.135
H 3.562 2.978 6.005
H 3.033 1.348 5.664
H 2.913 2.605 8.452
H 4.109 1.426 7.901
H 2.397 0.983 8.032
H 1.532 4.764 8.176
H 1.659 5.807 6.750
H 2.921 4.641 7.077
O 0.227 -1.081 -0.942
C 0.933 -0.754 -1.870
O 1.117 -1.582 -2.891
C 1.796 -1.206 -4.108
C 3.294 -1.334 -3.982
C 1.663 0.563 -1.831
H 1.486 -0.210 -4.426
H 1.437 -1.900 -4.865
H 3.697 -0.668 -3.216
H 3.769 -1.101 -4.929
H 3.564 -2.351 -3.697
H 2.569 0.455 -1.235
H 1.012 1.301 -1.364
H 1.922 0.955 -2.811
O -6.951 -5.003 -2.572
C -6.110 -4.725 -1.765
O -4.815 -4.714 -2.146
C -3.753 -4.242 -1.319
C -3.275 -5.324 -0.367
C -6.466 -4.468 -0.318
H -4.042 -3.326 -0.800
H -2.945 -3.973 -1.997
H -4.064 -5.636 0.317
H -2.428 -4.971 0.224
H -2.969 -6.208 -0.926
H -6.583 -5.424 0.190
H -7.412 -3.934 -0.291
H -5.740 -3.861 0.218
O 3.346 -2.383 -6.813
C 2.979 -1.866 -7.836
O 2.669 -0.559 -7.821
C 2.377 0.200 -9.002
C 0.929 0.055 -9.420
C 2.783 -2.670 -9.097
H 3.070 -0.056 -9.804
H 2.579 1.236 -8.736
H 0.683 -0.975 -9.676
H 0.716 0.684 -10.284
H 0.270 0.350 -8.602
H 1.817 -3.170 -9.048
H 3.569 -3.420 -9.148
H 2.840 -2.085 -10.011
O -0.240 4.775 -3.478
C -1.169 4.018 -3.374
O -0.940 2.698 -3.338
C -1.943 1.722 -3.032
C -2.753 1.348 -4.257
C -2.590 4.528 -3.354
H -2.565 2.054 -2.202
H -1.398 0.848 -2.676
H -3.300 2.203 -4.655
H -3.469 0.563 -4.015
H -2.095 0.991 -5.051
H -2.909 4.723 -4.377
H -2.610 5.459 -2.791
H -3.296 3.855 -2.875
O -1.438 2.496 0.169
C -0.587 3.232 0.599
O 0.158 2.812 1.639
C 1.297 3.529 2.135
C 0.895 4.617 3.109
C -0.399 4.626 0.050
H 1.902 3.908 1.310
H 1.905 2.785 2.651
H 0.269 5.372 2.633
H 1.779 5.111 3.515
H 0.320 4.194 3.933
H -1.136 5.290 0.501
H -0.555 4.594 -1.025
H 0.597 5.034 0.206
*
```



3.
Formula: C33H69BF3I2N3O19P3
Source: OMol25
Level of theory: the ωB97M-V functional and the def2-TZVPD basis

Results
HOMO ... -10.787 eV
Gap between HOMO and LUMO ... 7.48 eV
LUMO ... -0.12150 Ha

```
! wB97M-V def2-TZVPD RIJCOSX def2/J DEFGRID3
* xyz 1 1
C 4.570 2.888 2.985
C 5.106 1.504 3.425
C 4.033 0.417 3.185
C 4.636 -0.992 3.196
C 5.266 -1.465 1.857
C 5.005 -0.574 0.642
C 5.988 -0.914 -0.519
C 7.430 -0.553 -0.212
O 8.329 -0.953 -0.894
O 7.679 0.226 0.873
N 3.626 -0.848 0.163
C 3.377 -2.130 -0.142
N 2.993 -2.581 -1.301
C 2.760 -1.682 -2.444
C 1.237 -1.361 -2.514
C 0.936 0.106 -2.854
C -0.551 0.399 -2.500
C -0.709 1.467 -1.393
C -1.851 2.447 -1.695
C -3.235 1.784 -1.646
C -3.950 2.001 -0.302
O -4.849 0.926 -0.086
C -6.209 1.364 -0.031
C 2.765 -4.011 -1.514
O 3.972 -4.737 -1.404
C 4.469 -5.170 -2.597
F 4.577 -4.171 -3.492
F 5.694 -5.638 -2.364
F 3.747 -6.162 -3.118
N 3.576 -3.107 0.863
C 2.424 -3.213 1.727
I 1.184 -1.536 2.231
C 2.022 -4.387 2.219
C 0.824 -4.526 3.133
I 2.966 -6.212 1.764
C 4.904 -2.927 1.521
O 5.084 -3.732 2.645
B 6.255 -4.489 2.503
O 6.352 -5.552 1.628
O 7.371 -4.137 3.233
H 3.492 2.953 3.139
H 4.832 3.063 1.942
H 4.999 3.655 3.630
H 5.247 1.579 4.504
H 6.046 1.257 2.928
H 3.402 0.640 2.323
H 3.373 0.476 4.056
H 3.937 -1.741 3.569
H 5.437 -0.975 3.940
H 6.346 -1.471 2.012
H 5.166 0.482 0.839
H 5.985 -1.975 -0.759
H 5.700 -0.301 -1.377
H 8.528 -0.066 1.235
H 3.259 -0.165 -0.488
H 2.990 -2.242 -3.347
H 3.355 -0.775 -2.402
H 0.752 -1.999 -3.255
H 0.755 -1.613 -1.564
H 1.024 0.240 -3.932
H 1.551 0.806 -2.287
H -1.094 0.763 -3.374
H -1.067 -0.507 -2.175
H -0.826 1.015 -0.403
H 0.201 2.077 -1.346
H -1.841 3.241 -0.940
H -1.642 2.915 -2.658
H -3.856 2.199 -2.444
H -3.200 0.705 -1.813
H -4.472 2.959 -0.356
H -3.223 2.018 0.518
H -6.290 2.275 0.563
H -6.805 0.571 0.417
H -6.555 1.517 -1.058
H 2.034 -4.378 -0.794
H 2.321 -4.170 -2.495
H 0.743 -5.554 3.479
H 0.927 -3.889 4.012
H -0.082 -4.250 2.593
H 5.652 -3.240 0.773
H 6.072 -6.382 2.030
H 8.112 -3.990 2.632
C 7.237 -3.166 5.995
O 7.965 -2.625 7.115
P 7.932 -0.983 7.311
O 8.987 -0.762 8.327
O 6.427 -0.937 7.887
C 6.158 -1.591 9.126
O 7.707 0.464 6.585
C 8.856 1.037 5.936
H 7.253 -4.250 6.068
H 6.196 -2.825 6.014
H 7.699 -2.869 5.061
H 7.066 -1.747 9.707
H 5.680 -2.554 8.937
H 5.475 -0.963 9.694
H 9.359 0.311 5.298
H 9.551 1.416 6.682
H 8.506 1.863 5.321
C -7.267 2.928 -8.326
O -6.305 2.830 -7.258
P -6.128 4.138 -6.241
O -4.890 3.713 -5.523
O -7.479 3.797 -5.419
C -7.548 2.522 -4.782
O -6.268 5.709 -5.785
C -5.185 6.583 -6.147
H -7.333 1.955 -8.804
H -8.253 3.201 -7.940
H -6.948 3.662 -9.066
H -6.562 2.077 -4.651
H -8.165 1.849 -5.382
H -8.014 2.640 -3.804
H -4.910 6.469 -7.194
H -4.322 6.382 -5.514
H -5.521 7.603 -5.981
C -12.917 0.324 -3.338
O -11.967 0.731 -2.336
P -11.875 2.367 -1.947
O -10.609 2.204 -1.153
O -13.222 2.290 -1.055
C -13.312 1.298 -0.037
O -11.959 4.019 -1.843
C -10.868 4.757 -2.417
H -12.922 -0.763 -3.370
H -13.922 0.674 -3.091
H -12.629 0.702 -4.320
H -12.329 0.930 0.257
H -13.922 0.464 -0.386
H -13.796 1.752 0.826
H -10.631 4.409 -3.422
H -9.990 4.672 -1.780
H -11.174 5.800 -2.471
*
```